Entry from the OMol25 dataset: the ion CH6N with charge +1 at a distorted geometry (the ωB97M-V functional and the def2-TZVPD basis).

As for the highest occupied orbital energy: -19.4 eV. The frontier orbital gap is 15.1 eV. Its SMILES is C[NH3+]. As for the net charge: +1.

The geometry in XYZ format:
```
8
CH6N, DFT the ωB97M-V functional and the def2-TZVPD basis
C -0.0030 0.4349 -0.6108
N 0.0822 -0.4432 0.5691
H -0.8348 0.1422 -1.2461
H -0.2822 1.4457 -0.3094
H 0.9426 0.4928 -1.1335
H 0.5313 -1.3350 0.3955
H -0.8321 -0.7617 0.9162
H 0.3960 0.0244 1.4190
```


Entry from the OMol25 dataset: a structure of composition C24H25AsCl2N4O2Sc at a distorted geometry (the ωB97M-V functional and the def2-TZVPD basis).

As for the highest occupied orbital energy: -9.9 eV. The frontier orbital gap is 5.7 eV. As for the net charge: +1.

The geometry in XYZ format:
```
59
C24H25AsCl2N4O2Sc, DFT the ωB97M-V functional and the def2-TZVPD basis
Sc -0.8250 1.5502 -0.3812
Cl -3.8373 7.7028 0.0038
C -2.7812 6.4340 0.2451
C -3.0749 5.1843 -0.2826
C -2.1935 4.1023 -0.1507
N -2.4067 2.8253 -0.5763
C -3.5028 2.1865 -1.0793
O -4.4690 2.7899 -1.5857
C -3.4891 0.6905 -1.0130
C -4.5312 -0.0832 -1.5463
C -4.4568 -1.4785 -1.5098
C -3.3489 -2.0949 -0.9572
C -2.3510 -1.3313 -0.3737
N -2.3894 0.0139 -0.4550
C -0.9064 4.3327 0.5421
C -0.5629 5.6234 0.9886
C -1.4872 6.6918 0.8874
Cl -1.1840 8.2077 1.6519
N -0.1537 3.1967 0.7289
C 1.2224 3.1788 0.9905
O 1.8712 3.9573 1.7211
C 1.9268 2.1820 0.1298
C 3.2725 1.9378 0.2664
C 3.9136 1.0486 -0.5892
C 3.2400 0.5500 -1.6828
C 1.8825 0.8745 -1.8210
N 1.2165 1.6804 -0.9611
H -4.0210 4.9312 -0.7756
H -5.3472 0.4585 -2.0154
H -5.3128 -2.0573 -1.8617
H -3.2363 -3.1531 -1.0534
H -1.4520 -1.7512 0.0763
H 0.4346 5.7983 1.3602
H 3.8243 2.5196 1.0490
H 4.9348 0.8097 -0.3076
H 3.6638 -0.1187 -2.4183
H 1.3574 0.5502 -2.7117
C -0.0326 -2.5838 2.9898
C 0.1410 -3.5650 1.8484
As 1.2344 -2.6419 0.3993
C 0.8928 -3.9435 -1.0802
C 1.1203 -5.4588 -0.8302
C 3.0210 -3.4587 0.9804
C 4.0932 -2.7091 0.2463
H -0.5777 -3.0314 3.8891
H -0.5778 -1.6842 2.6613
H 0.9396 -2.2269 3.3492
H -0.7827 -3.8823 1.3718
H 0.6804 -4.4744 2.1484
H 1.5306 -3.5131 -1.8440
H -0.1513 -3.8019 -1.3934
H 1.7976 -5.5959 -0.0049
H 1.6424 -5.9645 -1.6849
H 0.2334 -6.0336 -0.5118
H 3.0598 -4.4844 0.7162
H 3.1695 -3.3521 2.0830
H 3.8772 -2.6513 -0.8538
H 5.0844 -3.1825 0.3929
H 4.1645 -1.7014 0.5944
```


Entry from the OMol25 dataset: a cluster of 3 separate species, C4H10IN2O2 in total at a distorted geometry (the ωB97M-V functional and the def2-TZVPD basis).

As for the highest occupied orbital energy: -3.7 eV. The frontier orbital gap is 6.5 eV. As for the net charge: -1.

The geometry in XYZ format:
```
19
C4H10IN2O2, DFT the ωB97M-V functional and the def2-TZVPD basis
I -0.5752 -18.8190 20.5683
O -1.4019 -24.5866 14.6221
C -0.9387 -23.5709 15.1521
N -1.6111 -23.1883 16.2430
C 0.0966 -22.6772 14.4958
H -1.5287 -22.2955 16.7080
H -2.3858 -23.7223 16.6100
H -0.2339 -22.3493 13.5103
H 0.9632 -23.3330 14.4110
H 0.2910 -21.7630 15.0566
O -2.2974 -24.8752 25.3597
C -1.9502 -24.1761 24.3932
N -1.8949 -22.8397 24.5324
C -1.6902 -24.7222 22.9900
H -1.9841 -22.1698 23.7819
H -2.0651 -22.5071 25.4707
H -1.2456 -23.9192 22.4022
H -2.6033 -24.9964 22.4617
H -1.1212 -25.6408 23.1332
```


Entry from the OMol25 dataset: a cluster of 2 separate species, C7H9OP in total at a distorted geometry (the ωB97M-V functional and the def2-TZVPD basis).

As for the highest occupied orbital energy (spin up / spin down): -7.5 / -7.5 eV. The frontier orbital gap (spin up / spin down) is 7.6 / 7.6 eV.

The geometry in XYZ format:
```
18
C7H9OP, DFT the ωB97M-V functional and the def2-TZVPD basis
C -2.6545 0.2687 -0.2489
C -1.9935 1.2896 0.4238
C -1.9344 -0.5762 -1.1646
C -0.6106 1.3174 0.3473
C -0.5501 -0.5512 -1.1921
C 0.0816 0.3681 -0.3924
C 2.5725 -1.7207 0.4486
O 2.2374 1.5053 0.7254
P 1.8389 0.6172 -0.6124
H -3.6600 -0.0209 -0.1518
H -2.4106 1.9981 1.0752
H -2.5484 -1.3978 -1.4963
H 0.0139 2.0321 0.9939
H 0.0518 -1.1961 -1.7689
H 3.1115 -1.1450 1.2170
H 3.2445 -2.2348 -0.4050
H 1.5053 -1.9925 0.6224
H 1.7047 1.4387 1.5787
```